Entry 1:
A structure of composition C11H10BeClNS at a distorted geometry. Source: OMol25; level of theory: wB97M-V/def2-TZVPD.

Results
- Total charge: -2
- HOMO energy: 0.021 hartree
- Gap between HOMO and LUMO: 4.29 eV

Each line ends with the natural charge from an NBO analysis.
Positions of all 25 atoms, in Å:
C 2.2750 0.1232 0.4919  -0.398
C -1.3786 0.1687 -1.6853  -0.273
C -2.2305 0.4937 0.4221  -0.354
C -1.5663 -1.0991 -1.1311  -0.287
S -0.0035 0.0596 4.9477  -0.224
H -1.8612 2.2207 -0.9598  0.185
Be -0.4050 -0.5890 1.1178  1.612
H 2.3523 -1.9620 -0.3584  0.192
N -0.0632 0.4855 2.2592  -0.827
C 1.9173 1.3616 -0.1159  -0.371
H 2.7609 -0.0040 1.4589  0.184
C -2.0510 -0.9292 0.2257  -0.665
C -0.0231 0.2506 3.4380  0.134
H -2.8568 0.9391 1.2052  0.199
C 1.4912 1.0800 -1.4495  -0.365
H 1.3934 -0.8570 -2.5850  0.170
H 1.2098 1.8264 -2.1897  0.167
H -1.0776 0.3657 -2.7146  0.192
C -1.7822 1.1542 -0.7447  -0.339
H 2.0740 2.3576 0.3138  0.172
Cl 0.2249 -2.4569 1.0602  -0.805
H -1.4474 -2.0539 -1.6470  0.197
H -2.6094 -1.7039 0.7619  0.223
C 1.5885 -0.3150 -1.6607  -0.373
C 2.0687 -0.9170 -0.4610  -0.346

=====

Entry 2:
A structure of composition C27H39CdN7O13P. Source: OMol25; level of theory: wB97M-V/def2-TZVPD.

Results
- Total charge: -2
- HOMO energy (alpha / beta): -0.004 / -0.067 hartree
- Gap between HOMO and LUMO (alpha / beta): 4.20 / 5.93 eV
- <S²>: 0.759
- Multiplicity: 2

Each line ends with the Löwdin spin population.
Positions of all 88 atoms, in Å:
H 3.6262 3.2075 -1.0537  0.000
H 5.0271 1.2353 -0.7556  0.000
H 4.5623 -1.6373 2.4804  0.000
H 4.3106 -1.4956 -3.2075  0.000
N -1.5730 -0.8359 1.4624  0.001
H -2.0708 -0.1479 2.0136  0.000
C 3.5022 -0.2901 -0.9592  0.000
H 4.3268 -0.9941 -0.8259  0.000
H -2.6601 1.9831 -4.8931  0.000
N -2.5353 -1.6523 0.7877  0.032
C 1.5222 -3.8517 1.8825  0.001
H -3.8276 0.0319 -5.9863  0.000
C -1.9098 2.2222 -4.1351  0.000
C -4.2199 -0.8938 -5.5594  0.000
H -4.2313 3.6616 -3.9530  0.000
C -1.9648 -2.4634 -0.1978  0.091
H 2.7641 -5.1382 0.7534  0.001
C -5.6115 0.4465 -3.9718  0.000
C 2.4995 -1.9388 2.8031  0.002
N 1.3033 -0.7059 -1.9799  0.001
N -0.0334 -3.3865 -1.1180  0.381
C 0.2407 3.4188 2.7559  0.000
H -4.4039 -2.7695 -3.5865  0.000
H -1.3578 1.3109 -3.8953  0.000
H -0.9307 4.0647 -2.2670  0.000
O 0.2674 -2.3735 3.1017  0.000
H -2.8565 4.7672 -3.7267  0.000
H -3.6589 -2.4910 -1.2579  0.004
H 2.9479 -0.2551 -0.0231  0.000
H -2.3877 -3.5804 -1.7482  -0.002
H 1.8427 1.9113 -2.1851  0.000
O -4.2661 -0.1843 -1.0873  0.001
N -0.6696 -2.5652 -0.2108  -0.016
H -5.2461 1.3559 -4.4537  0.000
C -3.4518 3.9804 -3.2571  0.000
O 1.6022 0.4023 1.3793  0.001
C 0.5474 -1.2055 -2.9643  0.003
H -6.5431 0.1397 -4.4539  0.000
H 0.5919 -4.3716 1.7215  0.000
H 2.3172 -1.0267 3.3481  0.000
C 3.7285 -2.3039 2.3069  0.001
C 2.4495 -1.9276 -4.1882  0.001
O 1.8351 2.1787 -1.2598  0.000
H -0.5225 -1.1099 -2.8328  0.000
H -3.4500 -1.6635 -5.6388  0.000
O 1.2458 -3.4777 -0.9867  0.234
N -2.8834 -3.0900 -0.9993  0.043
H -6.0528 -2.2703 -4.0266  0.000
O 3.3943 1.7137 3.3107  0.000
O -0.7015 1.9751 1.0009  0.000
H 4.2468 1.2205 -2.3333  0.000
H 2.9074 -2.4190 -5.0393  0.000
C -5.1431 -1.9698 -3.4990  0.000
H 0.4116 -2.2409 -4.8262  0.001
C 2.2609 2.0833 3.0028  0.000
H 3.0999 2.2168 0.3112  0.000
C 2.6325 -0.8254 -2.0634  0.000
C 1.5094 3.2561 3.5716  0.000
C -2.5623 2.8028 -2.8837  0.000
C 3.2306 -1.4149 -3.1736  0.006
H -0.8331 2.4155 -1.6369  0.000
C 3.1741 2.2489 -0.7739  0.000
C 1.0764 -1.8283 -4.0806  0.003
O 1.8459 3.9446 4.5136  0.000
O -3.3482 -0.3661 -3.4641  0.000
N 1.4121 -2.7179 2.5984  0.001
O -0.6989 -4.1856 -1.9121  0.196
C 1.3720 1.4790 2.0308  0.000
P -3.1925 0.3055 -1.9937  0.000
H 4.8202 -3.7684 1.1646  0.000
C 4.0624 1.1132 -1.2562  0.000
H -1.0248 -1.4368 2.0898  0.000
C -1.5144 3.2293 -1.8714  0.000
Cd 0.0072 -0.0807 -0.0793  0.001
H -5.3734 -1.8142 -2.4443  0.000
O -0.5606 4.3294 2.8573  0.000
H -1.9829 3.5352 -0.9362  0.000
H -1.2133 2.9577 -4.5448  0.000
C -4.5886 -0.6808 -4.0982  0.000
H -5.8109 0.6704 -2.9231  0.000
H -5.0968 -1.2054 -6.1329  0.000
H -3.2643 -1.0659 0.3831  0.004
H -3.9276 4.3843 -2.3621  0.000
O -1.7621 0.0390 -1.6591  0.002
C 3.8641 -3.4805 1.5824  0.003
O -3.4744 1.8589 -2.2881  0.000
C 2.7371 -4.2504 1.3671  0.002
C 0.1966 2.2654 1.8308  0.000

=====

Entry 3:
A structure of composition C37H100BNO16S10Si2 at a distorted geometry. Source: OMol25; level of theory: wB97M-V/def2-TZVPD.

Results
- HOMO energy: -0.316 hartree
- Gap between HOMO and LUMO: 8.96 eV

Each line ends with the Löwdin charge.
Positions of all 167 atoms, in Å:
O -7.1054 12.5708 1.1852  -0.558
H 3.0738 1.7881 -1.1021  0.085
H 9.9816 -3.1199 0.2690  0.053
C 4.5564 -6.1419 -5.8906  -0.269
O 3.4907 -3.9979 -1.2148  0.141
H 2.5116 -1.4402 -1.1729  0.127
O -8.3665 5.2259 7.0536  -0.562
H 4.8913 -5.8859 -6.8942  0.017
H 3.9013 -0.2844 3.7068  0.065
N -3.2811 -2.4459 1.4092  -0.109
C -6.1119 6.2998 7.8876  -0.268
H -10.9440 6.0273 1.9166  0.054
H -3.4067 0.3832 3.2118  0.027
H -2.7103 -0.8375 4.3020  0.051
H -8.6374 4.9682 3.7115  0.061
H -5.9306 9.3881 2.2826  0.049
C 9.7250 0.6589 -4.2774  -0.269
C 6.5416 -2.4387 -0.7374  -0.262
S -9.0253 7.1299 2.8063  0.818
H 0.1160 -5.2974 -1.3495  0.114
H 9.1537 -3.3878 -1.2896  0.039
H 1.4074 4.9459 -4.0031  0.048
O 0.5178 3.9340 -1.4222  -0.545
H -5.6541 5.9200 6.9745  0.060
H 1.2139 -7.1364 -0.1212  0.126
C 1.4940 0.3836 -1.6179  -0.408
C 0.3450 5.0650 -3.8010  -0.264
C -3.2331 0.1186 4.2534  -0.252
S 4.3751 -7.9277 -5.8504  0.805
C -3.7031 -1.2932 0.5779  -0.294
H -5.4058 6.2770 8.7175  0.054
H -3.4135 -2.1683 2.3824  0.057
H 3.3967 0.8282 -2.5613  0.085
C 5.3977 -8.3584 -9.9154  -0.270
B 1.2148 0.3102 2.7788  -0.490
H 1.9822 -2.8566 3.3679  0.086
H -10.1163 5.7221 4.3937  0.062
H -1.6838 -0.2986 6.5973  0.054
H -5.9394 3.7692 9.2025  0.054
S -6.4933 11.7135 2.2353  0.797
C -6.4772 10.0389 1.6017  -0.286
H -1.8761 5.2327 -2.1191  0.060
H -9.4134 5.2558 1.3836  0.055
H -1.5784 1.3534 7.2575  0.051
O -0.6521 -1.8625 2.0972  -0.257
H 1.6230 -3.7806 1.9296  0.051
H 3.8314 -3.7642 1.5460  0.096
C -1.2895 -4.6608 1.7026  -0.242
H 1.5810 -0.1966 -3.4975  0.085
H 3.5780 -7.2502 -11.8084  0.054
H 8.5239 -4.1527 0.2204  0.059
H 5.7664 -1.6810 -0.6271  0.044
H -3.1828 0.6088 6.9988  0.056
H 5.3013 -8.9358 -10.8350  0.055
H -4.2090 11.2827 2.8016  0.051
H -1.1400 -6.5984 0.7068  0.110
H 0.1657 6.0087 -3.2864  0.058
H 2.2595 -6.8478 -2.1769  0.086
H 7.0340 0.4143 -3.6233  0.063
H 3.3663 -5.6029 -11.1607  0.049
H -3.3935 -1.5040 -0.4532  0.091
C -9.9274 6.2001 1.5643  -0.265
O -2.9966 2.6286 5.0628  -0.558
O -5.9645 2.2401 0.8242  -0.558
O 3.5714 -8.3097 -7.0456  -0.562
H 7.0396 0.2426 -1.8433  0.022
H 1.3971 2.5239 2.9303  0.067
C 6.0906 -8.2662 -6.2638  -0.265
C -1.8566 4.2270 -2.5385  -0.263
H 2.4153 1.7674 1.6775  0.061
S -7.5403 5.2902 8.2912  0.817
H -4.5251 13.0022 2.4508  0.046
H -6.3559 4.7420 2.0420  0.043
H -6.4687 7.3163 7.7354  0.050
H 6.3187 -7.7684 -7.2054  0.032
H 0.4967 -4.1640 -0.0644  0.087
H 6.3712 -8.5477 -9.4668  0.045
H -3.3505 4.1984 2.2322  0.064
H 6.7691 -2.5923 -1.7923  0.051
H -7.3964 2.9546 8.5769  0.049
C -9.0829 5.8884 4.0896  -0.272
H 3.4932 -5.8974 -3.0477  0.075
C 2.6120 1.3459 -1.9893  -0.046
H -0.2170 5.0144 -4.7335  0.054
C -4.7181 11.9791 2.1354  -0.278
H -4.3972 11.8388 1.1034  0.055
S 9.1892 -0.1077 -2.7449  0.794
C 2.6004 -5.8414 -2.4182  0.025
H 9.7804 1.7385 -4.1388  0.054
H -2.1158 -5.0170 2.3312  0.078
H -7.5040 9.6905 1.5415  0.031
O 7.7112 -1.7913 1.5455  -0.547
H -9.9483 6.7984 0.6558  0.050
Si -1.6147 -2.8810 1.2125  0.458
H -3.3886 2.4268 2.1411  0.026
O 8.9683 -1.5491 -3.0606  -0.564
H 2.6988 -0.1886 0.0764  0.100
O 0.9026 -1.2490 0.0930  -0.188
C 2.0388 -2.8220 2.2644  -0.188
H 0.6579 0.9427 -1.1781  0.137
S -2.1805 1.3838 4.9786  0.819
C 0.2135 -5.2064 -0.2618  -0.197
H -2.3558 4.1956 -3.5069  0.057
O 0.9491 -0.2683 -2.7691  -0.034
C -5.2186 -1.0312 0.6296  -0.239
H -6.0242 10.0389 0.6098  0.061
H -5.3800 -0.0066 0.9767  0.061
H 5.5088 -2.5506 2.5305  0.080
H -6.1583 3.5463 7.4329  0.058
H -0.3778 -4.7334 2.3076  0.066
S -4.9837 3.3572 0.6845  0.806
H 6.7343 -7.8963 -5.4660  0.056
H 6.2134 -3.3642 -0.2643  0.056
C -2.1597 0.6812 6.6301  -0.260
H -6.4259 -0.2776 -1.0266  0.063
H 1.2871 -6.1579 1.3476  0.127
H 9.0264 0.4001 -5.0723  0.058
C 1.4342 1.7334 2.1729  -0.031
C 1.3244 -6.1089 0.2541  -0.174
Si 0.9096 -1.4227 1.7331  0.440
H 7.6744 1.7320 -2.5810  0.059
H 2.2213 2.1625 -2.6007  0.048
O 2.6594 -5.6292 -0.0126  -0.022
H 4.1641 -0.2501 1.9717  0.060
H 4.5995 -8.5970 -9.2103  0.037
H -5.1715 5.6995 1.1128  0.058
C 4.5563 -0.6632 2.9112  -0.084
H -4.1804 0.0846 4.7917  0.066
O 5.2551 -5.8985 -8.9938  -0.566
C -4.0002 3.3254 2.1796  -0.274
H 5.5649 -0.2831 3.0876  0.073
C -1.1197 -5.5312 0.4421  -0.254
H -2.3350 3.5247 -1.8599  0.041
H -6.7750 -1.9621 -0.6224  0.064
H 6.1989 -9.3451 -6.3570  0.053
S -0.1518 3.7087 -2.7319  0.790
H -4.6587 3.2855 3.0454  0.056
C 2.9380 -5.0336 -1.1935  -0.558
O -7.6035 7.1792 2.3519  -0.568
C -5.8682 4.8625 1.0762  -0.281
C 3.6324 -6.6287 -10.9147  -0.264
H -6.6135 5.0443 0.3056  0.049
H -5.3089 -1.5656 -1.4977  0.063
H 2.9830 -7.0085 -10.1262  0.062
C -5.9750 -1.2186 -0.6989  -0.099
H 4.3508 -2.6197 3.8437  0.108
H -1.9583 -5.3809 -0.2479  0.105
H 5.2708 -5.8374 -5.1248  0.056
H 1.8186 -5.3258 -2.9867  0.098
H 1.4129 -0.6579 4.4890  0.086
H 3.6239 -2.1680 0.9018  0.074
O 1.1260 0.2019 4.1530  0.063
C -6.6580 3.7299 8.3839  -0.269
H -8.5160 6.2495 4.9444  0.023
C 7.5644 0.6544 -2.7020  -0.263
C 3.5209 -2.7494 1.8244  -0.251
S 5.3187 -6.6067 -10.3028  0.826
S 8.0170 -1.8327 0.0894  0.785
C 1.9825 -0.6535 -0.6172  -0.203
H 0.7025 1.9726 1.3886  0.065
H -5.6424 -1.7087 1.3791  0.100
H -3.1557 -0.3828 0.8744  0.096
H 10.7131 0.2649 -4.5052  0.050
H -1.3368 -2.7542 -0.2324  0.053
C 9.0203 -3.2848 -0.2134  -0.256
H 3.5838 -5.6973 -5.6869  0.049
C 4.5203 -2.1934 2.8444  -0.247

=====

Entry 4:
A cluster of 12 separate species, C42H56N13S2 in total at a distorted geometry. Source: OMol25; level of theory: wB97M-V/def2-TZVPD.

Results
- Total charge: +1
- HOMO energy: -0.370 hartree
- Gap between HOMO and LUMO: 6.16 eV

Each line ends with the Löwdin charge.
Positions of all 113 atoms, in Å:
C -6.6058 -1.9605 0.7641  -0.102
H 1.4291 -2.5434 0.1249  0.097
C 1.9786 6.9444 -8.1253  -0.280
C 3.1604 7.6503 -8.6763  -0.063
H -5.3750 -0.9715 2.2831  0.076
C -8.2726 4.4181 0.5162  -0.254
S -2.5170 -2.0611 1.9160  0.847
C 2.1842 -6.0448 0.9703  -0.051
C -7.9247 5.7975 0.9329  -0.048
H -6.6138 -4.8646 -2.8750  0.133
H 1.4489 -4.0869 1.7125  0.107
H -6.8592 2.3229 1.0708  0.030
H -7.6017 -2.0234 1.2786  0.148
H 1.8756 -0.5311 -1.3908  0.093
N 4.1807 4.6250 1.7188  0.138
H -1.7562 -3.7969 6.6601  0.080
H -4.0619 -1.6228 0.1041  0.066
C 11.6302 5.6317 1.5354  -0.061
H 2.8365 8.4443 -9.3484  0.080
H 3.9532 1.1403 2.3946  0.087
C -0.0680 -4.9986 0.3388  -0.271
N -2.4729 -5.5981 9.1695  0.121
H 0.4058 -8.1423 -1.2551  0.098
C 3.5091 1.5241 1.4763  -0.065
C 4.2504 1.0077 0.3014  -0.283
H -2.2880 -0.5516 -2.8011  0.093
H -5.8957 -5.8460 6.8507  0.078
C -4.4206 -7.1025 5.9979  -0.268
N 4.8253 0.6090 -0.6106  0.112
H -0.4242 -4.9578 6.8310  0.083
H 7.6940 3.5171 0.9266  0.079
H -5.6240 -2.7351 2.5942  0.116
C 10.8084 6.5746 0.7402  -0.282
C -6.1412 -4.5745 -1.9058  -0.092
H 3.7431 8.0857 -7.8648  0.078
H 7.3486 2.1891 -5.5298  0.083
H -7.0786 -6.2950 -0.8948  0.126
H 6.6599 3.3492 -4.3759  0.071
C -5.3836 -1.9789 1.8014  -0.194
C 4.5187 6.5000 -4.1054  -0.272
H -1.9399 -5.4543 6.0505  0.022
C 1.1959 -4.9588 1.0597  -0.058
H -6.6324 -1.0048 0.1675  0.132
H -1.3044 -6.2232 -1.0488  0.105
C 4.2889 4.8050 0.5843  -0.245
N -3.5918 -7.3030 5.2279  0.130
H 4.9505 5.9623 -1.0618  0.067
H 8.2114 3.6972 -5.1653  0.085
H -5.9028 -2.1568 -2.0358  0.173
C 1.8991 -7.2026 0.1324  -0.069
H 3.4139 5.1113 -1.3186  0.081
H 2.6738 5.9207 -4.9726  0.074
H -5.0684 -6.9127 8.0038  0.075
N -4.3027 1.1250 2.5161  0.146
H 2.6145 -8.0452 0.0022  0.102
N 10.1684 7.3025 0.1243  0.118
C -6.7397 -4.4038 0.3964  -0.108
C 6.5135 3.9243 -6.4083  -0.261
C -4.0873 -2.3275 0.9897  -0.492
C 4.4062 5.0365 -0.8745  -0.059
H -6.9982 6.1075 0.4502  0.083
C -2.0487 -5.2681 8.1544  -0.274
H 2.4667 1.2079 1.4259  0.077
H -5.4697 3.2235 0.4410  0.083
H -7.7937 5.8352 2.0141  0.086
H 3.7861 6.9489 -9.2277  0.081
H 0.0362 0.4891 -2.8729  0.102
C 3.7036 5.5668 -4.9194  -0.070
N -1.0927 -3.9613 0.3318  -0.094
H 4.1139 5.4984 -5.9261  0.039
C 0.6323 -7.2724 -0.6035  -0.069
N 1.0661 6.3960 -7.6946  0.115
C 0.8552 -0.9904 -1.3523  -0.054
H 4.9426 4.2079 -1.3376  0.076
H -2.8075 -2.5835 -1.3437  0.075
C -0.3293 -6.1886 -0.4972  -0.007
H -4.0821 -3.3962 0.6277  0.085
H -8.7222 6.4822 0.6464  0.086
C -6.1501 -3.0786 -1.4591  0.063
C -1.5949 -3.6505 1.6447  -0.994
C 7.2283 3.2473 -5.3002  -0.054
H 3.7123 4.5746 -4.4676  0.075
C -5.8461 2.2325 0.6922  -0.078
N -8.5422 3.3492 0.1931  0.127
H 3.1607 -6.0210 1.5078  0.105
N 5.1498 7.2196 -3.4704  0.132
H 11.0518 4.7348 1.7575  0.055
H 8.1294 5.1251 1.5434  0.068
C 7.7391 4.1441 1.8173  -0.067
C -0.7194 -2.7879 -0.4508  -0.226
H -7.8756 -4.4224 0.3942  0.153
H 6.7337 4.2620 2.2209  0.049
C -6.3199 -5.5207 -0.6348  -0.097
H -5.8562 1.6176 -0.2078  0.074
H -6.5158 -4.5210 1.4839  0.145
N 9.3065 3.0289 3.6131  0.123
C -0.1707 -0.3864 -2.2102  -0.063
C 0.5925 -2.1606 -0.4958  0.008
N 5.9702 4.4444 -7.2848  0.126
H -5.3968 -5.9710 -0.1884  0.124
H 11.9326 6.1004 2.4712  0.084
H 3.5540 2.6145 1.4853  0.013
C -5.4836 -6.8438 6.9982  -0.062
N -6.4772 -3.0705 -0.2115  -0.107
C -1.5085 -1.0141 -2.1472  -0.075
C 8.6208 3.5142 2.8301  -0.279
C -4.9762 1.6085 1.7198  -0.249
S -1.4589 -4.6230 2.9719  0.695
H 12.5211 5.3507 0.9745  0.081
C -1.5077 -4.8423 6.8423  -0.079
C -1.7635 -2.1865 -1.3108  -0.048
H -6.2806 -7.5790 6.8896  0.079
H -5.0402 -4.7284 -2.1487  0.130

=====

We obtain E values of -36818.8960; -79535.2692; -199023.3849; -85490.3760 eV for the records listed above, in that order.